No. 1
# C4HNO

The molecule C4HNO (ωB97M-V with the def2-TZVPD basis set, the Open Molecules 2025 dataset).

Structure (XYZ):
```
7
C4HNO (ωB97M-V with the def2-TZVPD basis set)
O -2.210 -0.956 0.640
N 3.427 0.040 0.223
C 2.284 0.124 0.050
C -0.297 0.107 -0.131
C 0.909 0.161 -0.092
C -1.744 -0.083 -0.050
H -2.370 0.606 -0.640
```

E_tot, hartree: -282.91722
Energy above the lowest of the compared OMol25 structures with the same formula, charge and spin, kJ/mol: 0.0
Total charge: 0
2S+1: 1


No. 2
# C4HNO2

The molecule C4HNO2 (ωB97M-V with the def2-TZVPD basis set, the Open Molecules 2025 dataset).

Structure (XYZ):
```
8
C4HNO2 (ωB97M-V with the def2-TZVPD basis set)
O 3.347 -0.839 -0.028
O -2.136 -0.167 -0.019
N 0.488 -0.537 0.054
C -2.994 -0.939 0.021
C -0.021 0.715 0.006
C -1.362 0.856 -0.049
C 2.081 -0.689 0.007
H 0.598 1.601 0.008
```

E_tot, hartree: -357.91010
Energy above the lowest of the compared OMol25 structures with the same formula, charge and spin, kJ/mol: 720.2
Total charge: 0
2S+1: 1


No. 3
# C4HNOS2

A structure of composition C4HNOS2 (ωB97M-V with the def2-TZVPD basis set, the Open Molecules 2025 dataset).

Structure (XYZ):
```
9
C4HNOS2 (ωB97M-V with the def2-TZVPD basis set)
S -0.709 -0.986 -1.232
S 1.011 -2.079 1.144
O -0.134 2.601 0.216
N 0.440 1.624 1.009
C -0.596 0.695 -0.827
C -0.718 2.069 -0.884
C 0.108 0.521 0.408
C 0.268 -0.944 0.323
H -1.210 2.826 -1.498
```

E_tot, hartree: -1079.26798
Energy above the lowest of the compared OMol25 structures with the same formula, charge and spin, kJ/mol: 12.5
Total charge: 0
2S+1: 1


No. 4
# C4HO2Y

A structure of composition C4HO2Y (ωB97M-V with the def2-TZVPD basis set, the Open Molecules 2025 dataset).

Structure (XYZ):
```
8
C4HO2Y (ωB97M-V with the def2-TZVPD basis set)
Y 3.684 -0.411 0.865
O -2.799 0.336 0.396
O 1.929 0.816 -0.052
C 1.734 -0.956 -0.591
C 0.818 -0.046 -0.237
C -1.569 0.283 0.031
C -0.483 0.408 -0.521
H -3.315 -0.432 0.108
```

E_tot, hartree: -340.87867
Total charge: +2
2S+1: 1


No. 5
# C4NO3

A cluster of 2 separate species, C4NO3 in total (ωB97M-V with the def2-TZVPD basis set, the Open Molecules 2025 dataset).

Structure (XYZ):
```
8
C4NO3 (ωB97M-V with the def2-TZVPD basis set)
O 2.306 -0.019 -0.596
O 0.667 1.502 -0.011
O -1.337 -0.399 -2.872
N -0.966 -0.462 2.693
C 1.264 0.284 -0.129
C -0.514 -0.040 1.736
C -1.181 -0.829 -1.798
C -0.004 0.188 0.486
```

E_tot, hartree: -432.85750
Energy above the lowest of the compared OMol25 structures with the same formula, charge and spin, kJ/mol: 230.0
Total charge: -1
2S+1: 1


No. 6
# C50H110N6O7

A cluster of 7 separate species, C50H110N6O7 in total (ωB97M-V with the def2-TZVPD basis set, the Open Molecules 2025 dataset).

Structure (XYZ):
```
173
C50H110N6O7 (ωB97M-V with the def2-TZVPD basis set)
O -6.748 -10.915 -9.281
O -8.570 -9.156 -1.851
O -11.067 -13.653 -5.566
O -3.122 -14.452 -4.239
O -7.170 -8.475 -14.522
O -16.765 -9.467 -8.366
O -0.056 -9.835 -6.760
N -3.383 -13.535 -3.175
N -15.934 -10.104 -9.327
N -8.916 -9.571 -3.160
N -8.093 -13.468 -9.543
N -0.911 -9.053 -6.033
N -8.245 -8.101 -13.877
C -0.983 -13.839 -2.580
C -7.720 -5.697 -13.806
C -5.713 -11.354 -8.468
C -10.373 -9.480 -3.375
C -4.778 -13.156 -3.002
C -2.376 -9.159 -6.380
C -9.158 -9.259 -13.538
C 0.952 -8.317 -4.625
C -12.267 -13.461 -4.809
C -8.032 -11.107 -8.714
C -14.918 -12.183 -11.165
C -14.859 -11.061 -8.797
C -0.702 -10.117 -3.734
C -13.911 -10.218 -7.900
C -2.703 -15.105 -1.185
C -2.411 -13.741 -2.082
C -6.635 -9.177 -4.038
C -2.532 -8.968 -7.901
C -14.085 -11.644 -10.022
C -10.277 -8.842 -12.607
C -11.029 -10.645 -2.573
C -2.880 -7.757 -4.201
C -8.802 -6.794 -14.216
C -9.906 -9.758 -14.777
C -10.310 -12.534 -8.902
C -16.750 -10.478 -10.577
C -2.441 -12.424 -1.207
C -15.493 -12.244 -8.064
C -10.998 -8.110 -3.004
C -17.410 -9.216 -11.121
C -15.767 -10.973 -11.648
C -10.833 -9.809 -4.784
C -10.979 -7.598 -13.055
C -3.155 -8.016 -5.668
C -8.385 -9.260 -5.644
C -1.304 -7.666 -4.092
C -17.928 -11.424 -10.357
C -0.532 -8.801 -4.632
C -10.007 -6.474 -13.318
C -8.918 -12.199 -9.473
C -3.091 -10.442 -6.064
C -8.289 -10.348 -12.800
C -8.131 -8.785 -4.153
C -5.392 -12.740 -4.388
C -4.808 -12.023 -1.938
C -3.890 -12.055 -0.673
C -9.906 -9.229 -5.920
C -8.248 -7.323 -4.011
C -5.578 -14.401 -2.492
C -9.188 -6.687 -15.706
H -15.131 -10.177 -12.038
H -10.102 -12.745 -7.853
H -14.924 -12.439 -7.155
H -5.722 -12.442 -8.411
H -10.694 -9.081 -15.106
H -5.483 -13.625 -5.018
H -3.168 -10.553 -4.982
H -15.618 -12.952 -10.840
H -2.921 -7.063 -6.143
H -10.648 -11.602 -2.929
H -4.885 -11.911 -4.883
H -9.823 -7.513 -16.026
H -10.598 -10.545 -1.577
H -10.344 -8.245 -6.086
H -0.933 -14.515 -3.433
H 1.224 -7.965 -3.630
H -13.710 -9.281 -8.419
H -16.528 -12.152 -7.736
H -13.548 -12.525 -9.672
H -7.941 -11.330 -7.650
H -8.040 -6.997 -2.993
H -1.902 -15.366 -0.493
H -9.547 -5.728 -16.081
H -11.940 -8.337 -2.504
H -11.541 -7.159 -12.230
H -6.708 -6.050 -13.605
H -2.956 -15.891 -1.895
H -8.248 -6.786 -16.248
H -2.788 -13.846 -4.904
H -16.768 -8.558 -8.674
H -7.991 -13.523 -8.540
H 1.626 -9.121 -4.921
H -17.702 -9.461 -12.143
H -10.342 -7.546 -2.340
H -8.052 -9.891 -1.514
H -6.378 -10.236 -4.076
H -0.450 -14.316 -1.758
H -11.491 -7.542 -3.793
H -10.610 -14.391 -5.157
H -12.112 -10.701 -2.682
H -9.231 -6.992 -4.348
H -4.018 -10.538 -6.629
H -2.561 -11.367 -6.292
H -14.165 -12.640 -11.807
H -11.788 -9.394 -5.106
H -0.492 -12.911 -2.872
H -3.237 -8.607 -3.621
H -1.002 -6.728 -4.559
H -8.005 -10.036 -11.795
H -9.987 -9.830 -6.826
H -6.542 -8.183 -13.857
H -8.618 -10.192 -8.799
H -18.183 -11.885 -11.311
H -10.655 -5.819 -13.901
H -5.824 -11.016 -7.438
H -12.968 -10.745 -7.756
H -3.594 -15.031 -0.562
H -8.195 -10.328 -5.539
H -9.189 -11.742 -10.424
H -0.308 -10.961 -4.299
H 0.202 -9.179 -7.411
H -12.648 -12.451 -4.959
H -10.751 -13.385 -9.422
H -8.804 -11.295 -12.636
H -11.921 -13.737 -3.813
H -14.360 -9.995 -6.932
H -11.731 -7.769 -13.825
H -4.683 -11.138 -2.561
H -10.420 -10.715 -14.859
H -6.333 -8.841 -3.046
H -6.643 -14.458 -2.715
H -13.325 -10.987 -10.445
H -0.915 -7.523 -3.084
H -10.973 -11.682 -9.053
H -5.279 -15.402 -2.803
H 1.090 -7.625 -5.456
H -6.012 -8.674 -4.778
H -7.132 -13.375 -9.839
H -7.605 -6.805 -4.722
H -7.374 -10.650 -13.310
H -7.727 -5.242 -12.816
H -7.576 -4.807 -14.420
H -4.775 -10.964 -8.865
H -1.818 -12.639 -0.339
H -16.684 -8.403 -11.140
H -5.648 -14.411 -1.404
H -6.456 -12.528 -4.291
H -3.585 -9.125 -8.134
H -4.189 -8.151 -5.985
H -15.599 -13.195 -8.587
H -3.911 -11.139 -0.083
H -7.659 -8.980 -6.407
H -9.325 -9.997 -15.668
H -13.049 -14.204 -4.966
H -9.762 -8.727 -11.653
H -2.227 -7.945 -8.119
H -17.626 -12.204 -9.657
H -2.194 -11.512 -1.751
H -9.801 -5.921 -12.401
H -18.781 -11.151 -9.736
H -10.757 -10.882 -4.958
H -0.219 -9.951 -2.771
H -3.328 -6.806 -3.912
H -4.210 -12.784 0.072
H -18.252 -8.791 -10.574
H -10.964 -9.670 -12.433
H -5.798 -11.968 -1.486
H -1.747 -10.408 -3.625
H -1.952 -9.688 -8.478
H -16.322 -11.423 -12.471
```

E_tot, hartree: -2825.78360
Expectation value of S²: 0.750
Total charge: -1
2S+1: 2


no.,maximum force (eV/Å)
1,1.1
2,10.2
3,3.4
4,4.7
5,3.9
6,6.6